1.
{"formula": "C6H16NO", "method": "wB97M-V/def2-TZVPD", "symbols": ["C", "O", "C", "C", "C", "C", "C", "N", "H", "H", "H", "H", "H", "H", "H", "H", "H", "H", "H", "H", "H", "H", "H", "H"], "coordinates": [[2.46774, -0.52810, 0.68565], [2.45082, 0.59916, -0.26047], [1.37301, 1.56142, 0.03959], [0.02393, 1.38409, -0.89084], [-0.11198, -0.07320, -1.62856], [-0.72250, -1.27445, -0.69579], [-2.03389, -0.86690, 0.19880], [-1.68736, -0.11479, 1.49704], [2.27640, -1.51415, 0.04117], [1.57837, -0.47884, 1.46528], [3.51775, -0.70502, 1.20951], [1.12075, 1.63756, 1.20387], [1.81325, 2.63622, -0.23686], [-0.94233, 1.70233, -0.27455], [0.10403, 2.19332, -1.76505], [-0.86494, 0.06326, -2.54378], [0.92176, -0.37929, -2.13816], [-1.07132, -2.14107, -1.43870], [0.07315, -1.79218, 0.01699], [-2.51422, -1.89460, 0.57096], [-2.89784, -0.33370, -0.41336], [-0.64310, 0.07000, 1.55394], [-2.05962, -0.58287, 2.35309], [-2.17185, 0.83180, 1.45024]], "forces_ev_per_a": [[-0.1, -1.8, -0.6], [-1.8, 0.1, 2.3], [0.3, 1.6, -0.2], [0.3, 0.4, -0.8], [-0.6, 0.2, -0.6], [0.0, -0.5, -0.4], [-1.0, -2.8, -1.3], [-0.3, 1.6, -0.4], [0.4, 2.0, 1.4], [2.0, 0.1, -1.3], [-2.3, 0.9, -1.0], [0.6, -0.5, -2.3], [-0.9, -2.4, 0.7], [1.9, -0.7, -1.3], [-0.2, -1.8, 2.0], [1.5, -0.3, 2.1], [-2.2, 0.6, 1.5], [0.6, 1.9, 1.8], [-1.6, 1.3, -1.4], [1.1, 2.3, -0.9], [2.1, -0.7, 1.5], [-1.4, -0.3, 0.1], [0.6, 0.3, -0.8], [0.9, -1.3, 0.2]], "mulliken_charge": [-0.432, -0.372, -0.415, -0.369, -0.545, -0.478, -0.600, -0.246, 0.187, 0.134, 0.285, 0.269, 0.290, 0.151, 0.353, 0.348, 0.288, 0.330, 0.214, 0.352, 0.280, 0.146, 0.403, 0.426], "e_above_lowest_kcal_mol": 103.4, "smiles": "COCCCCC[NH3+]", "energy_ev": -10008.828, "total_charge": 1, "gap_ev": 9.397, "mol_weight_g_mol": 118.20}

2.
{"formula": "C27H27BrF5N7O2PbSe", "method": "wB97M-V/def2-TZVPD", "symbols": ["Pb", "O", "C", "C", "C", "N", "C", "Br", "C", "H", "H", "H", "H", "N", "C", "C", "C", "N", "C", "C", "N", "C", "H", "H", "H", "H", "H", "H", "H", "H", "H", "H", "H", "H", "H", "H", "H", "H", "O", "C", "C", "C", "C", "C", "C", "C", "N", "C", "C", "N", "H", "H", "H", "H", "H", "H", "H", "Se", "C", "N", "F", "C", "C", "C", "F", "C", "F", "C", "F", "C", "F"], "coordinates": [[-0.35235, 0.16607, 0.07978], [-0.37118, 0.43796, -6.67557], [-0.26368, 0.33715, -5.34987], [-0.20820, -0.89459, -4.68794], [-0.02896, -0.86701, -3.29555], [0.03219, 0.26506, -2.60783], [-0.11672, 1.41380, -3.27091], [-0.18412, 3.05570, -2.28623], [-0.18854, 1.52151, -4.62765], [-0.60211, -0.42604, -7.06237], [-0.34014, -1.81348, -5.22150], [0.12780, -1.78874, -2.73690], [-0.24005, 2.47383, -5.13191], [2.46792, 0.19243, 3.84552], [2.19847, 1.21499, 2.80761], [3.41670, 1.49035, 1.91418], [2.97962, 2.41159, 0.75891], [2.09762, 1.66639, -0.12556], [2.34730, 3.71216, 1.30720], [1.19115, 3.48891, 2.28365], [0.04556, 2.89120, 1.62373], [1.68178, 2.53322, 3.40323], [2.80661, -0.64430, 3.38693], [0.97284, -0.40051, 4.48438], [3.18871, 0.51057, 4.46007], [1.43373, 0.80990, 2.17629], [3.82361, 0.57535, 1.48374], [4.22477, 1.98725, 2.47033], [3.85997, 2.73435, 0.20706], [2.51717, 0.79168, -0.40294], [2.02448, 2.14908, -1.00111], [2.09515, 4.39811, 0.49468], [3.14034, 4.19446, 1.90936], [0.92937, 4.45758, 2.72814], [-0.15228, 3.33779, 0.73469], [-0.80894, 2.96711, 2.16048], [0.84872, 2.35318, 4.09837], [2.46695, 3.03068, 3.98052], [-2.30605, 0.89171, -0.88117], [-3.51983, 0.62383, -0.51768], [-4.48490, 1.68136, -0.37001], [-5.82289, 1.43296, -0.17962], [-6.27114, 0.09978, -0.05859], [-5.35715, -0.92988, -0.08344], [-3.99156, -0.72289, -0.32545], [-3.06501, -1.84558, -0.42060], [-1.73172, -1.82418, -0.55341], [-1.30606, -3.11609, -0.58201], [-2.37765, -3.96615, -0.46036], [-3.47737, -3.14445, -0.31887], [-4.09041, 2.70377, -0.51418], [-6.54211, 2.22859, -0.09911], [-7.33044, -0.08343, 0.04275], [-5.70736, -1.95171, 0.04311], [-0.25899, -3.32022, -0.66801], [-2.45128, -5.03414, -0.41317], [-4.46078, -3.42422, -0.28998], [-2.47526, -0.22125, 2.91222], [-0.99610, -0.45266, 3.83619], [-0.03969, -0.59782, 4.49015], [1.32228, -2.18533, 2.03378], [1.90460, -2.63144, 0.86469], [1.80234, -1.77137, -0.23224], [2.48457, -2.23192, -1.33443], [2.51977, -1.48181, -2.47257], [3.14278, -3.42947, -1.40966], [3.81506, -3.81421, -2.50840], [3.11744, -4.25858, -0.31307], [3.78317, -5.42776, -0.37762], [2.51933, -3.87957, 0.87581], [2.59119, -4.65065, 1.96990]], "forces_ev_per_a": [[0.2, -0.3, 0.0], [-0.4, -0.4, -0.9], [0.1, -0.7, 0.6], [-0.1, 1.0, 1.0], [0.1, -0.3, -1.1], [-0.3, 0.9, 0.5], [0.4, -0.4, 0.6], [0.0, -0.3, -0.1], [-0.2, 0.0, -0.4], [0.2, 0.5, 0.2], [0.2, -0.4, -0.1], [-0.3, 0.3, -0.1], [0.0, 0.0, 0.0], [-0.5, 0.2, -0.4], [0.8, 0.2, 0.5], [-0.4, 0.7, -0.3], [0.2, 0.3, 0.5], [-0.1, -0.1, -0.3], [0.4, -0.4, 0.4], [0.4, -0.3, 0.2], [-0.6, -0.1, -0.4], [-0.5, 0.0, -0.1], [0.1, -0.2, -0.1], [0.8, 0.3, -0.1], [0.5, 0.2, 0.5], [-0.6, -0.3, -0.3], [0.0, -0.2, 0.1], [-0.2, -0.1, 0.1], [0.4, 0.0, 0.0], [0.3, -0.5, 0.2], [-0.3, 0.5, -0.4], [-0.1, -0.1, 0.0], [-0.2, 0.0, -0.4], [0.1, 0.0, 0.1], [0.1, 0.0, 0.0], [0.0, 0.0, 0.3], [0.2, -0.1, -0.1], [0.1, 0.0, 0.0], [0.0, 0.4, 0.2], [-0.9, -0.3, -0.1], [0.8, 0.2, -0.4], [0.3, -1.0, 0.1], [0.1, 0.5, 0.1], [0.1, -0.2, -0.2], [0.2, 1.0, 0.0], [0.2, -0.3, 0.3], [-0.8, 0.4, 0.1], [-0.7, -0.9, 0.1], [0.5, 0.5, 0.1], [-0.3, 0.3, -0.5], [-0.3, -0.6, 0.2], [-0.1, 0.3, -0.1], [0.0, -0.2, 0.2], [-0.2, 0.2, 0.0], [0.2, -0.3, 0.0], [0.0, -0.1, 0.0], [0.9, 0.1, 0.0], [0.1, 0.0, 0.0], [-0.5, 0.1, -0.2], [-0.5, -0.2, 0.2], [0.1, -0.4, 0.0], [-0.4, 0.9, -0.4], [0.2, -0.6, 0.6], [-0.5, 0.7, 0.1], [0.2, 0.2, -0.2], [0.2, -0.5, -0.2], [-0.1, 0.0, 0.1], [0.7, -0.9, 0.3], [-0.1, 0.1, 0.1], [-0.3, 0.9, -0.1], [0.0, 0.0, -0.2]], "mulliken_charge": [1.667, -0.552, 0.899, -0.971, -0.502, 0.318, -0.115, -0.123, -0.533, 0.313, 0.320, 0.346, 0.488, -0.661, 1.994, -1.445, 0.039, -0.286, -1.319, 0.012, -0.173, -1.402, 0.211, 0.447, 0.258, -1.149, 0.436, 0.428, 0.373, -0.003, 0.152, 0.437, 0.430, 0.324, 0.103, 0.237, 0.356, 0.374, -0.254, 0.211, -0.739, -0.572, -0.866, -0.760, 1.000, -0.223, 0.670, -0.415, -1.170, -0.071, 0.380, 0.435, 0.398, 0.279, 0.325, 0.436, 0.214, -0.178, 0.260, -0.328, -0.301, 0.006, 0.263, 0.073, -0.457, 0.058, -0.327, 0.808, -0.343, -0.221, -0.318], "e_above_lowest_kcal_mol": 0.0, "energy_ev": -197186.655, "gap_ev": 7.354, "mol_weight_g_mol": 942.61}

3.
{"formula": "C21H22Br2N4O3", "method": "wB97M-V/def2-TZVPD", "symbols": ["O", "C", "N", "H", "C", "H", "C", "N", "C", "H", "C", "N", "C", "O", "C", "C", "C", "C", "C", "C", "H", "H", "H", "Br", "H", "C", "C", "H", "H", "H", "H", "H", "H", "H", "H", "H", "H", "C", "O", "N", "C", "C", "C", "C", "C", "C", "H", "H", "Br", "H", "H", "H"], "coordinates": [[-0.14943, -0.50067, -1.67537], [-0.50447, -1.51793, -1.09865], [0.23167, -2.61384, -0.90462], [-0.23190, -3.36690, -0.40733], [1.54421, -2.84148, -1.45428], [1.48124, -3.63740, -2.20437], [2.58369, -3.26082, -0.38788], [3.20000, -2.22635, 0.40039], [2.35415, -1.49254, 1.32312], [2.87915, -1.41417, 2.28347], [2.00663, -0.08444, 0.83488], [3.22820, 0.66353, 0.60260], [3.27458, 1.99999, 0.42407], [4.31202, 2.60450, 0.22299], [1.95942, 2.71885, 0.51025], [0.96572, 2.51358, -0.43914], [-0.20581, 3.23938, -0.34103], [-0.41423, 4.16876, 0.66216], [0.59230, 4.38108, 1.58849], [1.77418, 3.66479, 1.51194], [2.56437, 3.83424, 2.22724], [0.45033, 5.11091, 2.37087], [-1.34118, 4.71930, 0.71412], [-1.57930, 2.93310, -1.61645], [1.09506, 1.80591, -1.24390], [4.43880, -0.12072, 0.45652], [4.12919, -1.38198, -0.33579], [5.05002, -1.95113, -0.50247], [3.73492, -1.08256, -1.31944], [5.16854, 0.50112, -0.06665], [4.84760, -0.38225, 1.43834], [1.42688, -0.15230, -0.08930], [1.39493, 0.42653, 1.58542], [1.43270, -2.05001, 1.49568], [2.10941, -3.96885, 0.29826], [3.39321, -3.78543, -0.90261], [1.84372, -1.91930, -1.95642], [-1.89959, -1.65680, -0.48128], [-2.18566, -2.63654, 0.18592], [-2.67900, -0.60757, -0.79399], [-4.01937, -0.38366, -0.48113], [-4.65096, 0.72571, -1.04286], [-5.97697, 0.98760, -0.76310], [-6.67391, 0.13579, 0.07848], [-6.06208, -0.97121, 0.64098], [-4.73405, -1.23188, 0.36222], [-4.25054, -2.09270, 0.79303], [-6.61766, -1.62677, 1.29341], [-8.50311, 0.49451, 0.46629], [-6.46536, 1.84610, -1.19681], [-4.10063, 1.38417, -1.69718], [-2.22165, 0.09876, -1.36908]], "forces_ev_per_a": [[-0.1, 0.0, -0.1], [0.3, 0.0, -0.1], [-0.2, -0.3, 0.3], [0.0, 0.2, 0.0], [0.5, 0.0, 0.0], [0.0, 0.1, 0.0], [-0.1, 0.1, -0.2], [0.0, 0.1, 0.0], [0.0, 0.3, 0.3], [-0.2, 0.0, 0.0], [-0.5, -0.3, 0.1], [0.1, -0.2, 0.0], [-0.1, 0.0, 0.1], [0.2, 0.3, 0.0], [-0.1, 0.3, -0.1], [0.0, 0.0, 0.0], [-0.1, 0.0, 0.0], [-0.1, 0.0, -0.1], [0.0, 0.0, 0.0], [0.1, -0.1, 0.0], [0.1, 0.0, 0.1], [0.0, 0.1, 0.1], [-0.1, 0.0, 0.0], [0.0, 0.1, -0.1], [0.0, -0.1, 0.0], [0.3, -0.1, -0.2], [0.2, -0.1, 0.1], [0.0, 0.1, -0.1], [0.0, 0.0, 0.0], [-0.1, -0.1, 0.1], [0.1, 0.0, -0.1], [0.0, 0.0, 0.1], [0.0, -0.1, -0.1], [0.0, 0.1, 0.0], [0.0, -0.1, -0.1], [-0.1, -0.1, 0.0], [0.0, -0.1, 0.0], [-0.2, 0.0, 0.1], [-0.1, 0.1, 0.0], [0.4, 0.3, -0.3], [-0.5, -0.1, 0.2], [0.1, -0.2, 0.1], [-0.1, -0.1, 0.1], [-0.2, 0.0, 0.1], [-0.2, 0.2, -0.1], [0.2, -0.1, 0.0], [0.0, 0.0, 0.0], [0.0, 0.0, 0.0], [0.2, 0.0, 0.0], [0.0, 0.1, 0.0], [0.1, 0.1, -0.1], [0.1, -0.2, 0.2]], "mulliken_charge": [-0.712, 0.332, -0.034, 0.251, -0.555, 0.499, -1.157, 0.145, -1.270, 0.382, -0.048, 0.238, 0.203, -0.674, 0.192, 0.098, -0.018, -0.496, -0.622, -0.537, 0.450, 0.394, 0.451, -0.217, 0.609, -1.110, -0.500, 0.463, 0.264, 0.470, 0.273, -0.122, 0.602, 0.484, 0.505, 0.377, 0.279, 0.698, -0.729, 0.103, 0.629, -0.321, -0.636, 0.070, -0.620, -0.426, 0.476, 0.414, -0.204, 0.419, 0.273, -0.038], "smiles": "O=C(NCCN1CCN(C(=O)c2cccc(Br)c2)CC1)C(=O)Nc1ccc(Br)cc1", "energy_ev": -174323.578, "gap_ev": 8.834, "mol_weight_g_mol": 538.24}

Q: Number 1 is which compound?
A: C6H16NO